Molecular formula: C28H38BrIN4O2PtSi
Method: DFT, ωB97M-V/def2-TZVPD

## Properties
- Relative energy (zero: lowest compared OMol25 entry of this formula, charge and spin): 3.7 kcal/mol
- HOMO: -0.503 Eh
- DFT total energy: -128959.5395 eV
- Multiplicity: 1
- Total charge: +2

CARTESIAN COORDINATES (ANGSTROEM)
Pt (0.4890, 1.3199, -0.4754)
O (0.0426, -1.4149, 0.3224)
N (0.7035, -0.5155, -0.0013)
C (2.0349, -2.1810, 4.8509)
C (2.8337, -1.2595, 3.9687)
C (3.9876, -1.6903, 3.3243)
C (4.7428, -0.8347, 2.5303)
C (4.3243, 0.4730, 2.3393)
N (5.0276, 1.3832, 1.5014)
C (5.7836, 1.1509, 0.3844)
O (6.6068, 1.9281, -0.0206)
N (5.5987, -0.0764, -0.3041)
C (4.4484, -0.7626, -0.5996)
C (4.5046, -1.9611, -1.3251)
C (3.3565, -2.6862, -1.5926)
C (2.1353, -2.2266, -1.1483)
N (2.1139, -1.0589, -0.5064)
C (3.1861, -0.3207, -0.2231)
C (3.1712, 0.9238, 2.9745)
C (2.4515, 0.0709, 3.7936)
H (2.5562, -3.1214, 5.0178)
H (1.0648, -2.4109, 4.4046)
H (1.8455, -1.7235, 5.8220)
H (4.3309, -2.7066, 3.4747)
H (5.6646, -1.1827, 2.0830)
H (5.1968, 2.3080, 1.8716)
H (6.3905, -0.2547, -0.9072)
H (5.4635, -2.3282, -1.6700)
H (3.4061, -3.6147, -2.1426)
H (1.1944, -2.7435, -1.2774)
H (3.0047, 0.5978, 0.3095)
H (2.8583, 1.9564, 2.8506)
H (1.5825, 0.4479, 4.3173)
C (-2.8574, 1.5697, -0.8033)
Si (-1.7207, 1.6226, 0.6633)
C (-2.1850, 0.2989, 1.9340)
C (-1.0868, -0.1315, 2.9098)
C (-3.2850, 0.9951, 2.7790)
C (-2.8696, -0.9031, 1.2631)
C (-1.4120, 3.3985, 1.2911)
C (-0.8261, 4.2832, 0.1812)
C (-0.4863, 3.4420, 2.5126)
C (-2.7777, 4.0255, 1.6492)
H (-3.8703, 1.8260, -0.4746)
H (-2.9094, 0.5723, -1.2405)
H (-2.5742, 2.2870, -1.5729)
H (-0.6288, 0.7256, 3.4022)
H (-0.2923, -0.7153, 2.4476)
H (-1.5368, -0.7556, 3.6879)
H (-2.8694, 1.7304, 3.4656)
H (-3.7781, 0.2246, 3.3766)
H (-4.0589, 1.4739, 2.1744)
H (-2.2543, -1.4209, 0.5312)
H (-3.7916, -0.5990, 0.7658)
H (-3.1450, -1.6244, 2.0367)
H (0.1549, 3.9465, -0.1512)
H (-0.6842, 5.2938, 0.5750)
H (-1.4829, 4.3533, -0.6885)
H (0.4796, 2.9664, 2.3134)
H (-0.9310, 2.9559, 3.3810)
H (-0.2938, 4.4826, 2.7873)
H (-3.5133, 3.9131, 0.8500)
H (-2.6276, 5.0993, 1.7941)
H (-3.2007, 3.6301, 2.5675)
Br (2.7846, 3.2917, -0.3561)
C (2.2695, 4.6090, -1.6276)
C (2.8827, 5.8479, -1.5287)
C (2.5347, 6.8511, -2.4201)
C (1.5747, 6.6204, -3.3951)
C (0.9592, 5.3827, -3.4878)
C (1.3137, 4.3745, -2.6011)
I (0.3586, 2.5304, -2.8600)
H (3.6275, 6.0226, -0.7649)
H (3.0174, 7.8158, -2.3470)
H (1.2987, 7.4035, -4.0874)
H (0.2085, 5.2062, -4.2466)



Molecular formula: C3H4OS2
Method: DFT, ωB97M-V/def2-TZVPD

## Properties
- SMILES: O=C1SC[C@@H]1S
- Relative energy (zero: lowest compared OMol25 entry of this formula, charge and spin): 14.7 kcal/mol
- HOMO: -0.353 Eh
- DFT total energy: -26893.2523 eV
- Multiplicity: 1
- Total charge: 0

CARTESIAN COORDINATES (ANGSTROEM)
O (0.4102, 1.9990, -0.0287)
C (0.4939, 0.8503, 0.1219)
S (1.8904, -0.3179, -0.1251)
C (0.4005, -1.3713, -0.0074)
C (-0.4666, -0.2558, 0.5322)
S (-2.1633, -0.1298, -0.0960)
H (0.1628, -1.6182, -1.0030)
H (0.5657, -2.2412, 0.6105)
H (-0.4953, -0.3058, 1.6355)
H (-1.7160, -0.0018, -1.3570)



| no. | Kohn-Sham gap (eV) |
| --- | --- |
| 1 | 6.1 |
| 2 | 10.1 |